# 1
The following is a quantum chemistry calculation of C36H31Cl2GaN3O4S2 as an isolated structure, from the OMol25 dataset.

**Energy relative to the best compared isomer or geometry (same formula, charge and spin)**: 0.00 kcal per mole
**HOMO energy**: -9.6 eV
**Orbital gap**: 7.1100 eV
**E_tot**: -149584.8553 eV

Structure (ORCA input):
```
! RIJCOSX wB97M-V def2-TZVPD def2/J DEFGRID3
* xyz 1 1
Ga -0.48096 -0.67599 -0.57731
Cl -2.01471 0.53163 -3.67087
Cl -3.28067 -2.08833 -3.59145
S -0.36836 2.67571 -1.41861
S -2.06193 0.00962 2.14316
O -4.60819 -0.34500 -1.05918
O -2.41731 -0.42770 -0.78642
O -0.81753 -0.34345 1.33196
O -0.21598 1.31199 -0.77939
N 0.54528 -1.32888 -2.08797
N 1.62914 -0.41649 0.08225
N -0.94576 -2.70674 -0.42433
C -2.70075 2.66810 0.11279
C 1.65912 3.30313 0.34367
C 3.69238 0.15829 -3.44110
C -1.03314 -4.64140 -1.86832
C -1.73559 -3.30844 0.43886
C 3.08001 4.79708 -1.51479
C 0.25003 -2.60866 -2.47958
C 3.58507 4.61217 -0.23696
C -3.49215 -0.38800 -1.52336
C 1.75697 -0.69635 -2.26836
C -2.23840 -4.59288 0.21702
C 4.19221 0.64979 0.21387
C -2.12380 -0.04918 4.93665
C -2.96044 2.60318 1.62207
C 0.27675 -4.58428 -3.87876
C 2.17445 -0.12245 1.24016
C -0.60552 -3.32464 -1.57906
C -0.54416 -1.51375 3.85430
C -1.89962 1.82489 2.40085
C 1.85921 4.24199 -1.87021
C 1.15784 3.49918 -0.93365
C -0.68237 -1.45229 6.25174
C -3.39160 -0.39270 -3.07704
C 3.47678 0.38512 1.35155
C -1.53074 -0.54289 3.78316
C -0.11403 -1.96229 5.09401
C 2.87209 3.86850 0.69475
C -1.68909 -0.50060 6.17224
C 2.43472 -0.47614 -3.44645
C -0.58854 -5.25489 -3.05812
C 3.63379 0.34932 -1.04564
C 0.70639 -3.27659 -3.59728
C 4.29248 0.55527 -2.27821
C 2.34448 -0.22776 -1.05143
C -1.88263 -5.25806 -0.92818
C -1.50535 3.54879 -0.26381
H -2.89210 -5.04241 0.94982
H 3.63819 5.37011 -2.24195
H -2.13464 -0.10422 7.07387
H 0.66845 -2.70596 5.15403
H 1.57002 -0.29439 2.12193
H 4.53831 5.04558 0.03385
H -0.88290 2.04873 2.07655
H -0.10333 -1.90828 2.94866
H -0.34575 -1.80024 7.21835
H 5.18938 1.06882 0.26630
H -2.52530 1.64656 -0.22844
H -3.92791 2.12079 1.77724
H -1.98836 -2.75540 1.33426
H -3.59993 3.02391 -0.38833
H -2.24313 -6.26073 -1.11812
H -0.91677 3.83635 0.60602
H 4.19440 0.31712 -4.38609
H 3.89409 0.56733 2.33190
H 1.11636 2.68932 1.05126
H 1.99748 -0.77243 -4.38866
H 1.46022 4.37911 -2.86704
H 5.27202 1.01456 -2.28481
H -1.80715 4.45457 -0.78959
H 3.26218 3.72231 1.69251
H -2.91728 0.68513 4.88106
H 1.39486 -2.79165 -4.27181
H -3.02545 3.61433 2.03155
H 0.63261 -5.05602 -4.78496
H -1.98757 2.02924 3.46494
H -0.92857 -6.25231 -3.30016
H -4.29225 0.02323 -3.51338
*
```



# 2
The following is a quantum chemistry calculation of C36H31Cl3N2O3P2ScTe as an isolated structure in a non-equilibrium geometry, from the OMol25 dataset.

**Energy relative to the best compared isomer or geometry (same formula, charge and spin)**: 15.85 kcal per mole
**HOMO energy**: -9.5 eV
**Orbital gap**: 6.2887 eV
**E_tot**: -131091.7464 eV

Structure (ORCA input):
```
! RIJCOSX wB97M-V def2-TZVPD def2/J DEFGRID3
* xyz 1 1
Te -0.76900 0.54887 -3.16134
Sc -1.64650 -0.77632 1.30350
Cl -5.26659 1.79241 4.86074
Cl -2.66524 3.00534 5.28644
Cl -3.35194 0.52676 6.63457
P -0.98174 1.46270 0.08747
P 0.27335 -1.09636 -0.41379
O -1.40426 -2.48881 2.62786
O -3.11192 -1.80001 0.73272
O -4.56327 -3.36839 1.45156
N -2.57466 0.16252 3.16540
N 3.73888 2.03571 -4.38867
C -3.09033 2.61009 -1.24022
C -0.71464 -2.96568 -2.15988
C 1.30790 2.80017 3.22366
C 2.45145 3.26894 2.59645
C 1.74791 -3.88585 -3.03023
C -3.75557 3.60966 -1.92816
C 3.47468 -1.05124 2.15277
C 1.68902 -2.88707 -2.06495
C 1.13565 1.20516 -3.79484
C 0.45550 -2.40932 -1.63879
C 2.82876 2.88498 -3.90845
C 1.93617 -0.85721 0.29926
C 0.37606 2.19580 1.07317
C -3.01538 0.74171 4.04640
C 4.47008 -0.46212 1.38854
C 3.34736 0.77864 -4.58679
C 2.06652 0.31449 -4.30892
C -3.46203 -2.91469 1.40587
C -3.16444 4.85936 -2.06810
C -0.19090 0.45428 -1.15820
C -3.57305 1.50487 5.19156
C 4.20071 -0.05813 0.08388
C -1.83200 2.84953 -0.68786
C 2.93862 -0.24445 -0.45347
C -1.92640 5.11122 -1.49534
C -2.79206 -4.38991 3.31854
C 1.52504 2.52470 -3.59892
C -0.65484 -3.96425 -3.11553
C 2.21296 -1.25183 1.60221
C 1.53893 2.65386 0.45517
C 2.56600 3.19285 1.21129
C -1.49468 -4.43918 1.15620
C -2.28506 -3.59650 2.13706
C 0.27593 2.26746 2.45860
C -1.26129 4.11162 -0.79585
C 0.58196 -4.41917 -3.55873
H 1.81328 -0.72442 -4.48140
H -1.56722 -4.38590 -3.51646
H 1.44118 -1.73474 2.19500
H -0.30492 4.32591 -0.33718
H -4.72949 3.41496 -2.35724
H -1.99445 -5.00423 3.74206
H 2.71509 0.10386 -1.45824
H -1.47285 6.08927 -1.58956
H 2.60645 -2.49222 -1.64932
H 3.25699 3.69077 3.18331
H 3.46681 3.54326 0.72339
H 0.63443 -5.19350 -4.31295
H -1.00095 -2.78436 3.44964
H 3.15983 3.90860 -3.76756
H -3.55140 1.63336 -1.13738
H -2.13165 -5.23822 0.77485
H -0.63445 -4.88757 1.65565
H -1.68159 -2.60558 -1.82266
H 4.09624 0.10242 -4.98572
H -0.62637 1.92366 2.95252
H 0.83248 3.25963 -3.20633
H -3.19758 -3.73334 4.08991
H 2.71124 -4.24871 -3.36427
H 1.64199 2.55428 -0.62101
H -3.59699 -5.04049 2.98720
H 3.68237 -1.36113 3.16877
H -3.67251 5.63866 -2.62080
H 5.45622 -0.31156 1.80861
H 1.21768 2.85193 4.30134
H 4.97577 0.40931 -0.51052
H -1.13729 -3.85115 0.31244
*
```



# 3
The following is a quantum chemistry calculation of C36H31CoF3IN3O2P as an isolated structure in a non-equilibrium geometry, from the OMol25 dataset.

**Energy relative to the best compared isomer or geometry (same formula, charge and spin)**: 9.94 kcal per mole
**HOMO energy (alpha / beta)**: -8.3 / -8.3 eV
**Orbital gap (alpha / beta)**: 7.9327 / 7.9446 eV
**E_tot**: -109567.2268 eV

Structure (ORCA input):
```
! RIJCOSX wB97M-V def2-TZVPD def2/J DEFGRID3
* xyz 0 1
I -1.33682 1.28308 7.28539
Co -0.30989 1.01224 1.38583
P -0.24000 -1.34838 0.73022
F 2.48603 2.09821 -7.23628
F 1.76372 4.14012 -7.28567
F 3.78124 3.71464 -6.60987
O -4.15425 -0.00978 2.71213
O -1.95257 0.13184 2.24837
N -0.59757 2.31152 3.18426
N -2.21937 1.99361 0.61899
N -3.33230 1.64776 1.39384
C -3.17468 0.50690 2.19161
C 1.86584 -0.92825 -1.83309
C -2.02551 -5.06179 1.05060
C 4.13633 -2.28939 1.64589
C -1.17597 3.74147 5.48911
C -0.98330 4.39000 4.27975
C 0.57701 2.32027 -1.29169
C -1.35644 -3.99417 0.45675
C 0.67003 3.35868 -4.87401
C -1.71497 -2.75849 2.51554
C 1.45181 -1.84928 1.16350
C 2.00675 3.12148 -5.16490
C -2.53013 -4.99303 2.33865
C -0.55135 -1.13383 -1.05669
C -0.68276 3.63997 3.15585
C -2.37725 -3.83331 3.07915
C 1.99209 -3.11524 0.96121
C 2.50727 3.27664 -6.56715
C 0.19532 3.14001 -3.59298
C 0.38249 -0.90159 -2.07487
C -1.45209 -0.56726 -3.62784
C -0.09547 -0.63378 -3.35431
C 0.22299 1.93470 -0.19312
C -1.08341 2.35995 5.50828
C -1.20404 -2.81986 1.21574
C 1.56842 0.39082 2.27547
C 2.87779 2.68758 -4.17276
C -1.91894 -1.04031 -1.33101
C 3.58344 -1.04870 1.90774
C -2.37135 -0.76534 -2.60874
C 1.04948 2.67497 -2.59055
C -0.81393 1.67814 4.33431
C 2.21171 -0.82835 1.74709
C 3.33456 -3.34039 1.21300
C 2.40420 2.47890 -2.89201
C -0.83964 -4.18365 -0.94738
H -3.43325 -0.70404 -2.81095
H -0.80169 0.59707 4.30953
H -2.25776 1.61634 -0.32247
H -1.39654 4.30041 6.38804
H -2.14187 -5.97975 0.48604
H -2.77558 -3.75815 4.08196
H -4.25952 1.80109 1.03170
H 0.01423 3.71629 -5.65620
H 3.75931 -4.32268 1.05201
H -3.04339 -5.84697 2.76243
H 3.92059 2.51712 -4.40723
H -2.62766 -1.19692 -0.52208
H 2.11994 -0.29569 -0.98320
H -1.54034 -3.77489 -1.67722
H 3.06771 2.14609 -2.10589
H 0.61901 -0.45436 -4.15018
H 5.19385 -2.45112 1.81203
H -0.84874 3.31043 -3.36756
H -2.11667 2.99741 0.56822
H -0.49277 4.11023 2.19852
H 2.21533 -1.94055 -1.61840
H -0.71601 -5.24594 -1.15822
H 1.08826 0.18453 3.23354
H -1.62239 -1.83077 3.06282
H 4.21018 -0.24924 2.28589
H -1.78689 -0.35009 -4.63426
H 2.39770 -0.56619 -2.71150
H 1.37303 -3.92139 0.59080
H -1.06777 5.46568 4.21221
H 2.25931 1.22588 2.37357
H 0.11586 -3.68919 -1.10727
*
```



> Which value of E_tot does entry 1 give?

-149584.8553 eV